1.
DFT (ωB97M-V with the def2-TZVPD basis set) results for C4HNO as an isolated structure at a distorted geometry.

Each line ends with the Mulliken charge.
CARTESIAN COORDINATES (ANGSTROEM)
O1 -1.50 1.11 -0.97  -0.33
C1 -0.54 1.10 -0.30  0.84
C2 0.26 -0.44 0.08  -0.26
C3 0.13 -1.67 0.09  -0.08
C4 0.49 1.87 0.39  -0.47
N1 1.17 0.78 0.64  -0.09
H1 -0.01 -2.74 0.08  0.39

Values from the calculation:
Energy: -7693.5432 eV
Relative energy (zero: lowest compared OMol25 entry of this formula, charge and spin): 485.0 kJ/mol
LUMO level (spin up / spin down): -2.416 / -2.417 eV

=====

2.
DFT (ωB97M-V with the def2-TZVPD basis set) results for C30H32Ge2IrN5O6S3 as an isolated structure at a distorted geometry.

Each line ends with the Mulliken spin population.
CARTESIAN COORDINATES (ANGSTROEM)
Ir1 0.85 0.82 -0.14  1.79
N1 1.89 4.91 1.39  0.02
C1 1.86 3.75 0.71  -0.08
S1 2.36 2.32 1.56  0.39
N2 1.49 3.79 -0.54  0.08
N3 1.39 2.62 -1.18  0.16
C2 1.35 2.66 -2.47  -0.04
C3 1.27 1.54 -3.35  0.07
C4 1.12 1.79 -4.72  -0.03
C5 1.07 0.78 -5.65  0.06
C6 1.20 -0.55 -5.22  -0.02
C7 1.37 -0.83 -3.89  0.03
C8 1.40 0.19 -2.92  0.01
O1 1.60 -0.18 -1.67  0.12
H1 2.30 4.93 2.30  0.00
H2 1.67 5.78 0.92  0.00
H3 1.41 3.64 -2.93  -0.01
H4 1.03 2.82 -5.05  0.00
H5 0.92 1.00 -6.70  0.00
H6 1.16 -1.36 -5.94  0.00
H7 1.48 -1.85 -3.54  0.00
O2 -3.73 4.51 0.50  0.00
C9 -3.18 4.25 1.67  0.00
O3 -3.50 4.81 2.69  0.00
C10 -2.11 3.21 1.70  -0.01
C11 -1.49 2.80 2.86  0.00
N4 -0.56 1.91 2.51  -0.01
N5 -0.54 1.71 1.20  0.02
C12 -1.48 2.48 0.67  0.01
C13 -1.77 2.33 -0.80  -0.04
O4 -2.61 3.08 -1.32  0.01
O5 -1.16 1.38 -1.35  0.20
H8 -3.32 3.98 -0.25  0.00
H9 -1.68 3.09 3.88  0.00
H10 0.07 1.39 3.11  -0.01
C14 5.78 0.88 0.98  0.02
O6 5.29 0.20 2.14  -0.01
C15 4.20 -0.52 2.07  -0.05
S2 3.74 -1.43 3.38  0.60
S3 3.30 -0.78 0.66  0.51
H11 6.78 1.22 1.24  0.00
H12 5.15 1.73 0.74  0.00
H13 5.83 0.20 0.13  -0.01
C16 -2.08 -1.41 -3.07  0.00
Ge1 -2.51 -1.36 -1.15  -0.01
C17 -3.29 -3.12 -0.62  0.00
C18 -3.91 0.00 -0.81  0.00
Ge2 -0.42 -1.31 0.21  0.17
C19 -0.99 -1.19 2.12  0.04
C20 0.00 -1.24 3.09  0.02
C21 -0.29 -1.00 4.43  -0.01
C22 -1.59 -0.70 4.81  0.01
C23 -2.59 -0.67 3.85  0.00
C24 -2.29 -0.90 2.52  0.01
C25 0.50 -3.06 0.07  -0.02
C26 -0.03 -4.11 0.81  0.02
C27 0.53 -5.38 0.73  0.00
C28 1.63 -5.61 -0.09  0.00
C29 2.15 -4.56 -0.84  0.01
C30 1.59 -3.29 -0.75  -0.01
H14 -3.00 -1.57 -3.64  0.00
H15 -1.37 -2.20 -3.30  0.00
H16 -1.65 -0.45 -3.37  0.00
H17 -4.17 -3.31 -1.25  0.00
H18 -3.61 -3.11 0.42  0.00
H19 -2.57 -3.92 -0.77  0.00
H20 -4.88 -0.48 -0.95  0.00
H21 -3.81 0.82 -1.53  0.00
H22 -3.87 0.41 0.19  0.00
H23 1.01 -1.48 2.80  -0.01
H24 0.51 -1.05 5.16  0.00
H25 -1.82 -0.51 5.85  0.00
H26 -3.61 -0.46 4.15  0.00
H27 -3.09 -0.87 1.78  0.00
H28 -0.88 -3.94 1.46  0.00
H29 0.12 -6.19 1.32  0.00
H30 2.07 -6.59 -0.15  0.00
H31 3.01 -4.73 -1.48  0.00
H32 2.03 -2.48 -1.32  -0.01

Values from the calculation:
Energy: -199739.6188 eV
2S+1: 5
Relative energy (zero: lowest compared OMol25 entry of this formula, charge and spin): 110.5 kJ/mol
LUMO level (spin up / spin down): -0.432 / -2.990 eV

=====

3.
DFT (ωB97M-V with the def2-TZVPD basis set) results for one molecule with the formula C23H22N4O2S at a distorted geometry.

Each line ends with the Mulliken charge.
CARTESIAN COORDINATES (ANGSTROEM)
C1 -7.02 -0.59 -0.12  -0.82
O1 -6.03 -1.47 -0.59  -0.47
C2 -4.75 -1.29 -0.18  1.01
C3 -4.32 -0.28 0.68  -0.44
C4 -2.98 -0.20 1.02  -0.82
C5 -2.05 -1.10 0.53  0.53
C6 -0.66 -0.97 0.90  0.05
N1 -0.16 0.14 1.30  -0.55
N2 1.14 -0.02 1.61  0.39
C7 1.96 1.01 1.97  0.55
O2 3.08 0.82 2.40  -0.63
C8 1.39 2.38 1.69  -0.69
S1 1.62 2.61 -0.12  -0.20
C9 0.00 2.25 -0.69  0.56
N3 -0.08 1.65 -1.87  -0.53
C10 -1.29 1.40 -2.33  -0.24
C11 -2.43 1.76 -1.64  -0.38
C12 -2.23 2.40 -0.42  -0.27
N4 -1.03 2.64 0.06  -0.42
C13 1.63 -1.39 1.39  -0.37
C14 2.76 -1.38 0.40  0.24
C15 2.59 -0.75 -0.83  -0.06
C16 3.63 -0.71 -1.74  -1.09
C17 4.86 -1.29 -1.44  1.04
C18 6.00 -1.23 -2.41  -1.53
C19 5.01 -1.92 -0.21  -0.71
C20 3.98 -1.96 0.70  -0.82
C21 0.36 -2.09 0.87  -1.01
C22 -2.49 -2.13 -0.31  -0.67
C23 -3.82 -2.22 -0.66  -0.82
H1 -7.95 -0.93 -0.58  0.24
H2 -7.12 -0.64 0.97  0.33
H3 -6.82 0.44 -0.43  0.32
H4 -5.01 0.43 1.09  0.40
H5 -2.64 0.58 1.70  0.56
H6 0.33 2.47 1.89  0.36
H7 1.98 3.15 2.19  0.49
H8 -1.33 0.89 -3.29  0.44
H9 -3.42 1.56 -2.02  0.45
H10 -3.06 2.75 0.19  0.50
H11 1.97 -1.80 2.35  0.70
H12 1.65 -0.28 -1.08  0.46
H13 3.49 -0.21 -2.68  0.37
H14 6.71 -0.47 -2.10  0.29
H15 6.52 -2.19 -2.46  0.39
H16 5.65 -0.97 -3.41  0.35
H17 5.96 -2.38 0.03  0.38
H18 4.12 -2.44 1.66  0.38
H19 0.51 -2.46 -0.15  0.45
H20 0.04 -2.92 1.50  0.40
H21 -1.79 -2.85 -0.70  0.43
H22 -4.17 -2.99 -1.32  0.45

Values from the calculation:
Energy: -45098.5205 eV
SMILES: COc1ccc(C2=NN(C(=O)CSc3ncccn3)[C@H](c3ccc(C)cc3)C2)cc1
Relative energy (zero: lowest compared OMol25 entry of this formula, charge and spin): 80.8 kJ/mol
LUMO level: 0.408 eV

=====

4.
DFT (ωB97M-V with the def2-TZVPD basis set) results for C42H61AsCoGeO6P2Te as an isolated structure.

Each line ends with the Mulliken spin population.
CARTESIAN COORDINATES (ANGSTROEM)
Co1 0.05 0.33 0.25  2.68
C1 -1.10 0.51 -3.18  0.00
C2 -2.04 0.01 -2.09  0.01
C3 -2.92 1.14 -1.59  -0.01
C4 -2.89 -1.14 -2.61  0.00
O1 -1.28 -0.44 -0.95  0.07
Ge1 -0.38 -2.21 -0.74  -0.01
O2 -0.58 -1.85 1.06  0.07
C5 -1.49 -2.64 1.85  0.00
C6 -1.09 -2.45 3.31  0.00
C7 -2.92 -2.18 1.60  -0.01
C8 -1.35 -4.13 1.50  0.00
O3 1.21 -1.11 -0.46  0.02
C9 2.53 -1.42 -0.94  0.00
C10 2.46 -2.39 -2.11  0.00
C11 3.18 -0.12 -1.39  0.01
C12 3.31 -2.03 0.21  0.00
H1 -1.66 0.93 -4.02  0.00
H2 -0.43 1.28 -2.79  0.00
H3 -0.49 -0.32 -3.56  0.00
H4 -3.57 1.52 -2.39  0.00
H5 -3.55 0.79 -0.77  0.00
H6 -2.30 1.97 -1.24  0.01
H7 -3.54 -0.79 -3.42  0.00
H8 -2.27 -1.94 -3.01  0.00
H9 -3.52 -1.54 -1.81  0.00
H10 -1.19 -1.41 3.61  0.00
H11 -1.71 -3.07 3.95  0.00
H12 -0.04 -2.74 3.45  0.00
H13 -3.02 -1.11 1.82  0.00
H14 -3.19 -2.32 0.56  0.00
H15 -3.63 -2.73 2.22  0.00
H16 -0.31 -4.43 1.54  0.00
H17 -1.92 -4.74 2.21  0.00
H18 -1.74 -4.34 0.50  0.00
H19 1.83 -1.99 -2.91  0.00
H20 3.46 -2.56 -2.52  0.00
H21 2.06 -3.36 -1.80  0.00
H22 2.63 0.31 -2.23  0.00
H23 3.20 0.60 -0.57  0.00
H24 4.21 -0.30 -1.70  0.00
H25 2.82 -2.94 0.56  0.00
H26 4.33 -2.28 -0.09  0.00
H27 3.36 -1.33 1.05  0.00
C13 4.74 3.06 1.54  0.00
C14 3.90 3.72 0.48  0.00
O4 2.67 2.96 0.35  0.02
P1 1.67 3.12 -0.86  0.01
O5 0.61 2.08 -0.76  -0.09
Te1 0.67 5.33 -0.90  1.06
O6 2.59 3.02 -2.12  0.00
C15 2.33 3.61 -3.44  0.02
C16 3.45 3.19 -4.35  0.00
H28 5.66 3.63 1.69  0.00
H29 5.00 2.05 1.25  0.00
H30 4.20 3.03 2.49  0.00
H31 4.41 3.72 -0.49  0.00
H32 3.64 4.75 0.74  0.00
H33 2.29 4.69 -3.34  0.00
H34 1.37 3.25 -3.79  0.00
H35 4.42 3.46 -3.92  0.00
H36 3.35 3.70 -5.31  0.00
H37 3.43 2.11 -4.52  0.00
C17 -0.04 3.21 2.37  -0.17
C18 -0.33 3.93 3.68  0.09
As1 -2.17 4.48 3.88  0.52
C19 -2.43 5.94 2.66  0.08
C20 -1.35 6.66 2.17  0.04
C21 -1.58 7.76 1.36  0.00
C22 -2.88 8.13 1.03  0.02
C23 -3.96 7.41 1.52  0.00
C24 -3.74 6.31 2.34  0.01
C25 -2.39 5.14 5.67  0.05
C26 -1.73 6.32 6.00  0.01
C27 -1.84 6.79 7.30  0.01
C28 -2.59 6.10 8.24  0.00
C29 -3.25 4.93 7.89  0.01
C30 -3.15 4.44 6.60  0.02
P2 -0.63 1.46 2.28  0.08
C31 -2.42 1.64 2.60  0.17
C32 -3.14 2.52 1.77  -0.03
C33 -4.53 2.59 1.85  -0.03
C34 -5.21 1.81 2.77  0.00
C35 -4.51 0.95 3.60  0.03
C36 -3.13 0.85 3.51  0.01
C37 0.15 0.72 3.74  -0.06
C38 1.31 -0.01 3.49  -0.01
C39 2.05 -0.55 4.53  0.01
C40 1.62 -0.39 5.84  0.00
C41 0.46 0.33 6.11  0.00
C42 -0.27 0.89 5.06  -0.01
H38 1.04 3.13 2.22  0.01
H39 -0.43 3.76 1.52  0.16
H40 0.23 4.87 3.76  0.01
H41 -0.06 3.33 4.54  0.00
H42 -0.33 6.39 2.41  0.00
H43 -0.74 8.34 0.99  0.00
H44 -3.05 9.00 0.41  0.00
H45 -4.97 7.70 1.27  0.00
H46 -4.58 5.75 2.73  0.00
H47 -1.17 6.88 5.27  0.00
H48 -1.34 7.71 7.57  0.00
H49 -2.68 6.48 9.25  0.00
H50 -3.85 4.40 8.62  0.00
H51 -3.67 3.53 6.32  0.00
H52 -2.63 3.10 1.01  0.02
H53 -5.07 3.24 1.18  0.00
H54 -6.29 1.86 2.83  0.00
H55 -5.04 0.33 4.31  0.00
H56 -2.60 0.14 4.13  0.00
H57 1.63 -0.19 2.47  0.04
H58 2.95 -1.12 4.33  0.00
H59 2.18 -0.82 6.66  0.00
H60 0.12 0.45 7.13  0.00
H61 -1.17 1.44 5.29  0.01

Values from the calculation:
Energy: -237671.6111 eV
2S+1: 6
Charge: +2
LUMO level (spin up / spin down): -4.454 / -7.850 eV